The following is a quantum chemistry calculation of a molecular structure, H48NaO24 at a distorted geometry, from the OMol25 dataset.

The net charge is +1. The energy above the lowest of the compared OMol25 structures with the same formula, charge and spin is 14.3 kcal per mole. The value obtained for the frontier orbital gap is 9.4078 eV. As for the maximum force: 1.0 eV/A. For the total energy, the calculation gives -1996.78500 hartree. The multiplicity is 1.

Cartesian coordinates (Å):
Na 30.64 9.26 21.18
O 31.20 8.71 16.82
H 31.38 9.65 16.88
H 30.93 8.46 17.70
O 31.92 10.73 22.82
H 32.87 10.62 22.80
H 31.69 10.71 23.75
O 30.56 7.56 22.82
H 30.69 6.61 22.82
H 30.18 7.75 23.68
O 33.28 10.61 18.01
H 33.60 10.78 17.12
H 33.26 11.47 18.43
O 34.52 11.98 22.43
H 34.69 12.56 21.68
H 34.89 11.14 22.17
O 27.37 6.90 24.09
H 27.47 6.15 23.51
H 27.09 7.61 23.51
O 31.02 5.48 19.44
H 31.49 4.75 19.04
H 31.67 5.92 19.98
O 35.08 9.68 20.83
H 34.42 9.70 20.13
H 34.96 8.84 21.26
O 28.48 9.92 22.37
H 27.70 9.84 21.83
H 28.14 10.09 23.25
O 29.79 12.60 24.74
H 30.75 12.50 24.77
H 29.55 12.83 25.63
O 30.08 11.56 20.32
H 30.42 12.12 21.02
H 29.38 11.06 20.74
O 29.57 11.04 17.59
H 29.76 11.19 18.51
H 30.01 11.76 17.13
O 32.95 6.48 21.16
H 33.76 5.99 21.22
H 32.91 6.98 21.97
O 32.16 13.73 19.69
H 32.31 14.26 18.91
H 31.72 14.32 20.30
O 28.38 6.44 19.90
H 29.12 5.88 19.65
H 27.89 5.91 20.52
O 34.70 7.99 23.04
H 34.22 7.78 23.84
H 35.51 8.41 23.35
O 33.17 7.47 25.15
H 32.77 8.24 25.57
H 32.80 6.73 25.63
O 26.26 8.52 21.65
H 25.39 8.72 21.32
H 26.70 8.09 20.92
O 28.21 10.19 25.52
H 28.65 10.97 25.18
H 28.88 9.51 25.52
O 29.03 8.87 19.31
H 28.47 9.45 18.80
H 28.58 8.02 19.29
O 30.95 4.71 22.94
H 30.42 4.08 22.46
H 31.85 4.39 22.84
O 30.32 13.95 22.27
H 30.93 14.25 22.94
H 29.74 13.34 22.74
O 32.43 8.70 19.81
H 32.59 7.77 19.66
H 32.75 9.13 19.02
O 31.16 9.50 25.48
H 30.66 8.75 25.78
H 31.65 9.79 26.25